The following is a DFT calculation (ωB97M-V/def2-TZVPD) of the ion C3H9BNO with charge +1.

Last column: natural (NBO) charge in e.
Cartesian coordinates (Å):
H1 -0.504 1.120 1.468  0.256
H2 2.241 1.414 -0.009  0.246
H3 -3.417 1.179 0.520  -0.082
C1 0.822 -0.838 -1.112  -0.407
H4 0.032 -1.105 -1.701  0.257
H5 -3.699 -0.829 -0.051  -0.075
C2 -0.447 0.403 0.564  0.548
H6 2.636 -0.196 0.182  0.240
H7 1.145 -1.680 -0.533  0.240
O1 -1.794 -0.340 0.108  -0.692
N1 0.608 0.063 -0.014  -0.260
B1 -3.092 0.022 0.307  0.658
H8 1.895 0.783 1.488  0.237
C3 1.938 0.525 0.469  -0.403
H9 1.637 -0.521 -1.685  0.238

* orbital gap: 0.3915 Ha
* structure (SMILES): BOC=[N+](C)C
* net charge: +1
* calculated total energy: -7462.0626 eV
* HOMO: -15.40 eV
* relative energy (zero: lowest compared OMol25 entry of this formula, charge and spin): 210.7 kJ/mol

The following is a DFT calculation (ωB97M-V/def2-TZVPD) of a structure of composition C37H37F9GeHgN2OS3SbSe.

Last column: Löwdin charge in e.
Cartesian coordinates (Å):
C1 1.277 -1.071 -2.691  -0.134
C2 -6.582 -0.389 0.622  -0.098
C3 -2.301 -0.903 -3.540  -0.118
F1 -0.281 4.999 -0.375  0.090
H1 2.783 -4.024 -4.781  0.088
F2 2.834 4.142 2.195  -0.006
H2 -3.015 -1.229 -4.327  0.074
H3 -7.412 -1.023 1.057  0.104
Se1 -0.785 1.894 -0.368  0.937
H4 -0.594 3.058 4.290  0.052
H5 -5.110 -0.568 2.243  0.088
C4 -2.436 0.477 2.114  -0.171
C5 0.219 -3.413 3.245  -0.100
C6 -3.313 1.419 -3.594  -0.189
H6 -2.305 -0.631 2.071  0.140
F3 1.408 6.208 -1.181  0.123
H7 0.111 -3.105 4.312  0.108
C7 0.936 4.943 -0.994  -0.539
C8 0.409 -3.947 0.481  -0.109
H8 1.467 -1.700 2.911  0.070
H9 7.409 -2.612 -0.788  0.100
C9 1.807 4.599 1.407  -0.449
H10 -1.372 -1.474 -3.519  0.047
H11 -2.846 1.803 5.377  0.096
S1 5.281 0.147 4.799  -0.388
F4 0.759 4.294 -2.143  0.135
F5 3.495 3.918 -1.946  0.133
C10 1.910 4.073 -0.096  -0.311
C11 -5.330 -0.190 1.277  -0.017
H12 -1.553 0.809 -4.781  0.113
C12 -4.434 0.554 0.582  -0.157
H13 -3.472 2.085 -4.498  0.117
C13 -2.264 1.668 4.440  -0.246
H14 7.513 -4.532 0.866  0.078
H15 -1.207 0.921 -3.069  0.071
F6 1.815 5.964 1.528  0.110
C14 -4.650 1.055 -0.729  -0.157
F7 4.224 3.262 0.007  0.006
F8 3.979 5.418 -0.320  0.123
C15 4.125 -2.779 0.166  -0.302
H16 -3.645 0.065 3.877  0.102
H17 -0.895 -5.608 0.915  0.081
C16 1.781 -2.104 -4.865  -0.087
H18 -1.407 0.900 2.069  0.085
Hg1 2.540 0.339 0.838  0.523
H19 -6.053 1.268 -2.334  0.086
O1 1.544 2.731 -0.144  -0.447
C17 1.226 -1.049 -4.074  -0.087
C18 5.315 -2.362 -0.455  -0.208
C19 -0.363 -4.572 2.699  -0.129
H20 1.765 -1.975 -5.890  0.061
C20 1.041 -2.805 1.017  -0.333
H21 2.913 -4.047 -2.373  0.085
C21 -1.646 3.032 4.025  -0.095
C22 -5.862 0.903 -1.366  -0.024
H22 -1.640 3.081 2.918  0.066
H23 -7.841 0.030 -1.036  0.088
H24 -2.351 2.881 -2.302  0.083
H25 0.759 -0.246 -4.596  0.081
N1 -3.109 0.852 0.904  -0.039
C23 3.444 4.209 -0.621  -0.473
C24 -0.309 -4.819 1.344  -0.110
C25 1.949 -2.091 -2.066  -0.331
N2 -3.492 1.673 -1.132  -0.042
C26 -2.030 0.571 -3.775  -0.277
C27 4.223 -3.845 1.097  -0.111
H26 0.744 -0.297 -2.134  0.074
C28 -6.816 0.132 -0.670  -0.116
Ge1 2.329 -1.926 -0.163  0.835
C29 2.463 -3.181 -2.798  -0.097
S2 2.220 1.441 3.170  -0.243
H27 -2.107 3.924 4.422  0.056
H28 -4.097 3.145 -2.493  0.125
C30 -2.518 1.495 -0.186  -0.639
H29 5.386 -1.557 -1.173  0.078
C31 -3.321 2.367 -2.382  -0.175
H30 0.470 -4.203 -0.536  0.068
C32 -3.147 0.946 3.393  -0.193
H31 -3.994 1.594 3.075  0.116
H32 3.330 -4.168 1.703  0.107
H33 -1.451 1.036 4.778  0.094
H34 -2.827 -1.169 -2.586  0.087
H35 -4.194 0.737 -3.490  0.094
C33 6.542 -2.926 -0.203  -0.106
C34 6.603 -3.999 0.698  -0.108
F9 0.663 4.062 2.007  0.049
C35 0.986 -2.561 2.430  -0.106
C36 5.432 -4.479 1.263  -0.133
H36 5.535 -5.395 1.876  0.098
S3 5.296 0.582 0.846  -0.244
H37 -0.878 -5.232 3.398  0.088
Sb1 4.633 1.692 3.049  0.227
C37 2.361 -3.192 -4.217  -0.096

* orbital gap (spin up / spin down): 0.2082 / 0.1873 Ha
* net charge: -2
* multiplicity: 2
* calculated total energy: -233537.6102 eV
* HOMO (spin up / spin down): -1.87 / -1.72 eV
* relative energy (zero: lowest compared OMol25 entry of this formula, charge and spin): 0.0 kJ/mol